No. 1
{"formula": "C6H9NO", "method": "ωB97M-V/def2-TZVPD", "elements": ["N", "H", "H", "C", "C", "O", "C", "H", "H", "H", "C", "H", "H", "H", "C", "H", "C"], "positions_angstrom": [[-1.095, 1.002, 1.038], [-1.777, 1.628, 0.784], [1.438, 0.043, -1.904], [1.019, -0.623, -1.245], [1.037, 0.126, 0.013], [-0.422, -0.713, -1.616], [-0.921, -0.453, 0.669], [-1.953, 0.441, -1.051], [0.633, -0.342, 2.411], [-1.695, -1.094, 0.941], [-0.120, 1.247, -0.093], [0.066, 2.328, -0.255], [1.529, -1.491, -1.493], [0.832, -1.916, 1.096], [-0.922, 0.057, -0.829], [1.951, 0.535, 0.208], [0.401, -0.774, 1.326]], "e_lumo_ev": 0.9, "gap_ev": 9.368, "charge": 0, "total_energy_ha": -363.80462}



No. 2
{"formula": "C6H9NO", "method": "ωB97M-V/def2-TZVPD", "elements": ["H", "H", "H", "H", "H", "C", "C", "C", "H", "C", "H", "H", "H", "C", "O", "C", "N"], "positions_angstrom": [[2.097, -1.586, -0.995], [-3.212, 1.885, 0.265], [-3.311, -0.330, 1.617], [1.216, -2.484, 0.355], [-1.684, -1.743, -0.664], [-2.462, -0.041, 0.355], [-2.464, 1.343, -0.297], [0.043, -0.764, -0.514], [0.452, 0.035, -1.226], [-1.242, -1.050, -0.128], [-1.496, 1.689, -1.043], [-0.999, -1.462, 0.846], [2.832, 0.330, 0.946], [1.263, -1.494, -0.275], [1.846, 1.697, -0.212], [1.959, 0.725, 0.444], [0.964, -0.317, 0.583]], "e_lumo_ev": 0.7, "gap_ev": 9.900, "charge": 0, "total_energy_ha": -363.73615}



No. 3
{"formula": "C6H9NO", "method": "ωB97M-V/def2-TZVPD", "elements": ["H", "H", "C", "C", "H", "H", "C", "H", "N", "C", "C", "H", "H", "H", "H", "C", "O"], "positions_angstrom": [[-3.152, -0.111, -1.275], [-0.407, 0.978, 1.710], [-0.436, 0.522, 0.609], [-0.736, -0.986, 0.553], [1.817, 0.243, -1.901], [0.101, -1.663, 0.279], [1.123, 0.846, 0.275], [-1.567, 1.925, -0.740], [2.575, -1.066, -0.477], [-2.258, -0.102, -0.740], [-1.469, 0.908, -0.483], [-1.020, -1.375, 1.516], [1.271, 1.835, -0.123], [2.598, -1.266, 0.555], [1.665, 0.717, 1.210], [1.830, -0.080, -0.770], [-1.934, -1.325, -0.197]], "e_lumo_ev": 0.9, "gap_ev": 9.646, "charge": 0, "total_energy_ha": -363.92393}



No. 4
{"formula": "C6H9NO", "method": "ωB97M-V/def2-TZVPD", "elements": ["H", "H", "C", "H", "N", "O", "C", "H", "H", "C", "C", "H", "C", "H", "H", "H", "C"], "positions_angstrom": [[-0.695, -2.057, 0.016], [2.609, -0.553, -0.646], [1.943, -0.977, 0.091], [2.400, -1.960, 0.518], [-0.785, -1.249, -0.514], [1.441, 2.073, -0.390], [-1.513, -0.059, 0.087], [-1.554, 2.082, -1.011], [0.467, -0.181, -1.663], [0.921, 0.055, 0.668], [0.462, 1.450, 0.091], [-1.617, 1.574, 1.111], [0.640, -0.839, -0.577], [-2.448, -0.092, -0.479], [0.544, -0.393, 1.565], [-1.845, -0.314, 1.201], [-0.971, 1.440, -0.067]], "e_lumo_ev": 0.5, "gap_ev": 9.004, "charge": 0, "total_energy_ha": -363.77027}



No. 5
{"formula": "C6H9NO", "method": "ωB97M-V/def2-TZVPD", "elements": ["H", "C", "C", "N", "C", "H", "H", "C", "H", "H", "C", "H", "C", "O", "H", "H", "H"], "positions_angstrom": [[1.020, 0.602, 1.090], [-1.179, -1.078, -0.479], [2.301, 0.162, -0.803], [1.197, -0.822, -0.525], [1.976, -0.164, 0.610], [3.128, -0.345, -1.077], [0.335, 2.138, -0.300], [-2.690, -0.750, 0.036], [2.323, -0.858, 1.424], [-0.485, 0.774, 1.421], [-0.164, -0.226, -0.438], [1.675, 1.184, -0.880], [-0.451, 1.217, -0.003], [-2.963, 0.584, -0.470], [-0.914, -2.217, -0.174], [-3.356, -1.719, 0.748], [-1.754, 1.516, -0.183]], "e_lumo_ev": -0.9, "gap_ev": 7.980, "charge": 0, "total_energy_ha": -363.59398}



No. 6
{"formula": "C6H9NO2", "method": "ωB97M-V/def2-TZVPD", "elements": ["O", "C", "H", "H", "H", "C", "C", "H", "H", "C", "H", "H", "C", "N", "H", "O", "H", "C"], "positions_angstrom": [[0.458, 2.107, -0.948], [-0.515, -0.355, -0.534], [2.727, 1.115, -0.126], [1.181, -1.630, -0.907], [0.248, -1.183, -2.347], [0.176, -1.453, -1.294], [-1.675, 0.746, 0.954], [1.966, -0.212, 0.768], [-1.514, -1.428, 1.133], [0.591, 1.142, -0.267], [1.873, 1.423, 1.406], [-2.209, 1.205, 1.771], [-0.906, -0.530, 0.930], [-1.585, 0.223, -1.195], [-0.392, -2.384, -1.214], [-2.226, 0.922, -0.239], [-0.067, -0.542, 1.622], [1.870, 0.834, 0.487]], "e_lumo_ev": [0.1, 0.1], "gap_ev": [7.929, 8.035], "charge": 0, "total_energy_ha": -439.09344}



No. 7
{"formula": "C6H9NO2", "method": "ωB97M-V/def2-TZVPD", "elements": ["H", "H", "C", "H", "C", "H", "H", "C", "C", "H", "C", "O", "H", "H", "N", "O", "H", "C"], "positions_angstrom": [[-0.890, -0.648, -1.035], [2.573, -1.861, 0.782], [2.273, -1.183, -0.020], [-0.055, 1.604, 0.930], [0.067, 0.487, 0.593], [-2.693, 1.276, 0.326], [-2.642, -1.415, -0.241], [1.461, 0.150, 0.252], [-0.841, 0.457, -0.638], [-0.450, 1.024, -1.466], [-3.103, -0.492, -0.189], [3.364, -0.313, -0.195], [3.077, 1.758, 0.300], [-0.374, -0.050, 1.379], [-2.257, 0.545, -0.208], [-4.224, -0.340, 0.251], [2.106, -1.856, -0.904], [2.608, 0.854, 0.085]], "e_lumo_ev": 0.8, "gap_ev": 9.730, "charge": 0, "total_energy_ha": -439.14508}



No. 8
{"formula": "C6H9NO2", "method": "ωB97M-V/def2-TZVPD", "elements": ["C", "O", "C", "H", "H", "H", "C", "N", "C", "H", "H", "H", "H", "H", "O", "H", "C", "C"], "positions_angstrom": [[0.275, -1.076, 0.001], [-0.566, 1.163, -0.984], [-2.228, -0.228, 0.602], [1.376, -2.169, 1.113], [-3.008, 0.441, 0.235], [-2.676, -1.142, 0.993], [1.369, 1.687, 0.357], [0.429, -1.778, 1.053], [1.210, -0.519, -1.007], [1.993, 1.126, 1.052], [-1.677, 0.279, 1.391], [0.934, -0.743, -2.036], [2.271, -0.627, -0.784], [2.022, 2.295, -0.278], [-1.669, -1.256, -1.520], [0.716, 2.361, 0.912], [-1.351, -0.603, -0.556], [0.581, 0.789, -0.543]], "e_lumo_ev": -0.5, "gap_ev": 8.192, "charge": 0, "total_energy_ha": -439.15873}



No. 9
{"formula": "C6H9NO2", "method": "ωB97M-V/def2-TZVPD", "elements": ["H", "H", "H", "C", "C", "H", "C", "O", "H", "N", "H", "H", "H", "C", "H", "C", "C", "O"], "positions_angstrom": [[-1.010, -1.679, -0.693], [3.642, 0.301, -0.005], [-3.122, 1.157, -0.015], [-0.551, -0.087, 1.573], [1.595, 0.296, 0.467], [-1.385, -0.728, 1.822], [0.289, -0.390, 0.490], [0.424, -0.901, -1.920], [-2.774, -0.486, 0.007], [-2.544, 0.411, -0.386], [-0.154, 0.503, 2.385], [1.615, 1.270, 0.946], [2.669, -1.120, -0.675], [-0.268, -0.891, -0.731], [0.819, -0.026, -2.054], [2.688, -0.201, -0.105], [-1.194, 0.765, -0.352], [-0.737, 1.806, -0.754]], "e_lumo_ev": [0.4, 0.4], "gap_ev": [7.920, 7.921], "charge": 0, "total_energy_ha": -439.11972}



No. 10
{"formula": "C6H9NO2", "method": "ωB97M-V/def2-TZVPD", "elements": ["H", "O", "C", "N", "H", "H", "O", "H", "C", "H", "C", "H", "H", "C", "C", "C", "H", "H"], "positions_angstrom": [[-2.421, 0.620, -0.279], [3.324, 0.123, 0.150], [0.428, -0.365, -0.135], [1.504, -1.278, -0.052], [1.606, 1.189, 0.045], [0.024, 2.892, -0.092], [-0.989, -2.325, -0.142], [3.282, -1.907, -0.119], [-2.249, -0.440, 0.276], [-2.333, -0.038, 1.382], [2.798, -0.977, 0.090], [-1.261, 2.041, 0.621], [1.114, -2.134, -0.348], [-0.492, 1.973, -0.180], [0.529, 0.901, 0.058], [-0.904, -1.147, -0.065], [-0.923, 2.053, -1.278], [-3.037, -1.179, 0.069]], "e_lumo_ev": 0.3, "gap_ev": 9.706, "charge": 0, "total_energy_ha": -439.20105}



No. 11
{"formula": "C6H9NO2S", "method": "ωB97M-V/def2-TZVPD", "elements": ["H", "H", "O", "O", "C", "S", "H", "N", "H", "C", "C", "H", "H", "H", "C", "C", "H", "H", "C"], "positions_angstrom": [[-3.802, 0.876, -0.497], [-0.039, 2.344, 0.324], [-1.751, -1.664, -0.791], [-2.948, -1.192, 1.022], [-2.763, 0.592, -0.727], [4.229, -0.440, -0.046], [-2.060, 2.650, 0.254], [1.618, 0.573, 0.285], [-2.435, 0.463, -1.661], [-2.527, -0.877, -0.222], [0.281, 0.126, 0.339], [-0.074, 1.630, -1.308], [-3.143, -0.318, 1.544], [-1.854, 1.183, 1.163], [2.681, 0.099, -0.013], [-1.918, 1.586, 0.156], [0.002, -0.255, 1.318], [0.093, -0.679, -0.414], [-0.433, 1.471, -0.171]], "e_lumo_ev": 0.3, "gap_ev": 9.317, "charge": 0, "total_energy_ha": -837.38258}



No. 12
{"formula": "C6H9NO2S", "method": "ωB97M-V/def2-TZVPD", "elements": ["C", "H", "S", "C", "C", "H", "H", "H", "H", "C", "H", "N", "O", "H", "C", "H", "O", "H", "C"], "positions_angstrom": [[1.091, 1.086, -0.788], [0.691, 0.301, -1.313], [5.074, -0.644, 0.077], [-1.958, -1.453, -0.272], [-0.864, 1.846, 0.802], [3.649, 0.816, -0.993], [1.444, 1.786, -1.544], [1.956, 0.782, -0.127], [-3.592, -0.124, -0.485], [-2.398, -1.299, 1.106], [-1.568, 2.019, 1.571], [3.807, -0.010, -0.481], [6.055, 0.411, 0.378], [-2.084, -0.284, 1.433], [-3.372, -1.111, -0.113], [-2.668, -2.108, 1.753], [-1.116, -1.670, -1.030], [-4.230, -1.899, -0.089], [0.082, 1.556, 0.115]], "e_lumo_ev": -1.1, "gap_ev": 7.983, "charge": 0, "total_energy_ha": -837.22790}



Relative energy (zero: lowest compared OMol25 entry of this formula, charge and spin): 137.81; 180.78; 62.95; 159.37; 270.00; 114.78; 82.38; 73.81; 98.29; 47.26; 47.76; 144.82 (kcal/mol)